Record 1
ORCA calculation (ωB97M-V with the def2-TZVPD basis set) on a cluster of 2 separate species, C5H15N2 in total.

Each line ends with the natural charge from an NBO analysis.
CARTESIAN COORDINATES (ANGSTROEM)
1 C 0.283 -0.747 1.176  -0.209
2 N 1.059 0.441 0.894  -0.616
3 C 2.461 0.336 1.336  -0.414
4 C -0.724 -1.068 0.022  -0.130
5 N -0.065 -0.874 -1.232  -0.434
6 C -2.882 -0.542 -1.156  -0.612
7 C -1.963 -0.124 0.022  -0.399
8 H -0.222 -0.678 2.147  0.196
9 H 0.907 -1.650 1.326  0.161
10 H 1.178 0.418 -0.115  0.358
11 H 3.078 1.223 1.252  0.207
12 H 2.406 0.080 2.403  0.187
13 H 2.931 -0.535 0.850  0.163
14 H -1.051 -2.106 0.094  0.189
15 H 2.413 4.593 -2.088  0.003
16 H 0.510 -1.669 -1.532  0.312
17 H 2.931 4.083 -2.033  -0.003
18 H -2.273 -0.448 -2.050  0.224
19 H -3.110 -1.591 -0.973  0.191
20 H -3.819 0.008 -1.145  0.212
21 H -2.500 -0.023 0.963  0.204
22 H -1.546 0.871 -0.160  0.212

Kohn-Sham gap (alpha / beta): 10.1 / 8.4 eV
calculated total energy: -308.8815 hartree
HOMO energy (alpha / beta): -9.04 / -9.03 eV
LUMO energy (alpha / beta): 1.066 / -0.672 eV
spin multiplicity: 2
energy above the lowest of the compared OMol25 structures with the same formula, charge and spin: 156.9 kJ/mol
net charge: 0



Record 2
ORCA calculation (ωB97M-V with the def2-TZVPD basis set) on an isolated molecule of C5H15N2.

Each line ends with the natural charge from an NBO analysis.
CARTESIAN COORDINATES (ANGSTROEM)
1 N -0.225 -1.446 -0.172  -1.099
2 C -0.001 -0.193 0.665  -0.108
3 C 0.248 1.040 -0.187  -0.434
4 C 0.771 1.006 -1.561  -0.442
5 C 2.262 0.799 -1.471  -0.636
6 C -1.369 -0.032 1.640  -0.233
7 N -2.264 -1.182 1.559  -0.882
8 H -0.460 -1.258 -1.181  0.267
9 H 0.479 -2.103 -0.186  0.334
10 H -0.945 -2.011 0.278  0.422
11 H 0.850 -0.370 1.299  0.212
12 H 0.933 1.672 0.486  0.211
13 H -0.705 1.612 -0.093  0.210
14 H 0.569 1.979 -2.248  0.223
15 H 0.208 0.103 -2.118  0.180
16 H 2.486 -0.277 -1.510  0.204
17 H 2.834 1.112 -0.561  0.204
18 H 2.805 1.229 -2.243  0.215
19 H -1.083 0.208 2.683  0.203
20 H -1.831 0.903 1.391  0.195
21 H -2.434 -1.711 2.389  0.379
22 H -3.128 -1.082 1.141  0.376

Kohn-Sham gap (alpha / beta): 4.0 / 10.9 eV
calculated total energy: -308.8325 hartree
HOMO energy (alpha / beta): -3.08 / -10.18 eV
LUMO energy (alpha / beta): 0.958 / 0.707 eV
spin multiplicity: 2
energy above the lowest of the compared OMol25 structures with the same formula, charge and spin: 285.3 kJ/mol
net charge: 0



Record 3
ORCA calculation (ωB97M-V with the def2-TZVPD basis set) on an isolated molecule of C5H15N2.

Each line ends with the natural charge from an NBO analysis.
CARTESIAN COORDINATES (ANGSTROEM)
1 C -1.925 1.420 -0.690  -0.637
2 C -0.695 0.492 -0.643  -0.122
3 C -0.556 -0.127 0.740  -0.442
4 C 0.569 -1.166 0.974  -0.444
5 C 1.960 -0.689 0.679  -0.245
6 N 2.163 0.769 0.622  -0.835
7 N -1.020 -0.649 -1.629  -1.087
8 H -1.840 2.340 -0.107  0.222
9 H -2.817 0.903 -0.343  0.209
10 H -2.107 1.746 -1.718  0.223
11 H 0.188 1.032 -0.954  0.250
12 H -1.512 -0.282 1.250  0.229
13 H -0.274 0.691 1.432  0.219
14 H 0.247 -2.101 0.516  0.207
15 H 0.486 -1.383 2.042  0.212
16 H 2.634 -1.023 1.501  0.173
17 H 2.353 -1.238 -0.185  0.200
18 H 3.122 0.944 0.343  0.363
19 H 2.167 1.044 1.598  0.346
20 H -2.041 -0.853 -1.565  0.346
21 H -0.463 -1.432 -1.249  0.358
22 H -0.637 -0.439 -2.612  0.254

Kohn-Sham gap (alpha / beta): 4.2 / 10.5 eV
calculated total energy: -308.8690 hartree
HOMO energy (alpha / beta): -3.32 / -9.81 eV
LUMO energy (alpha / beta): 0.887 / 0.660 eV
spin multiplicity: 2
energy above the lowest of the compared OMol25 structures with the same formula, charge and spin: 189.6 kJ/mol
net charge: 0



Record 4
ORCA calculation (ωB97M-V with the def2-TZVPD basis set) on a cluster of 2 separate species, C5H15N2 in total.

Each line ends with the natural charge from an NBO analysis.
CARTESIAN COORDINATES (ANGSTROEM)
1 C 0.197 0.841 -0.836  -0.201
2 C 1.090 1.542 -1.765  -0.429
3 C 0.606 1.692 -3.193  -0.608
4 N 0.965 0.526 0.457  -0.739
5 H -0.715 1.434 -0.519  0.227
6 H -0.134 -0.149 -1.187  0.211
7 H 2.047 1.021 -1.828  0.209
8 H 1.313 2.526 -1.286  0.212
9 H 0.634 0.782 -3.753  0.221
10 H -0.381 2.164 -3.293  0.221
11 H 1.328 2.358 -3.657  0.235
12 H 1.858 0.049 0.242  0.424
13 H 1.113 1.376 0.996  0.424
14 H 0.346 -0.213 1.077  0.467
15 C -1.606 -1.901 0.875  -0.448
16 C -0.680 -1.580 3.034  0.019
17 N -0.715 -1.285 1.777  -0.474
18 H -1.875 -1.175 0.045  0.205
19 H -2.523 -2.284 1.358  0.217
20 H -1.133 -2.677 0.325  0.227
21 H 0.046 -1.085 3.677  0.194
22 H -1.318 -2.369 3.473  0.187

Kohn-Sham gap: 11.5 eV
calculated total energy: -308.7504 hartree
HOMO energy: -14.39 eV
LUMO energy: -2.903 eV
spin multiplicity: 1
energy above the lowest of the compared OMol25 structures with the same formula, charge and spin: 111.0 kJ/mol
net charge: +1



Record 5
ORCA calculation (ωB97M-V with the def2-TZVPD basis set) on the ion C5H15N2 with charge +1.

Each line ends with the natural charge from an NBO analysis.
CARTESIAN COORDINATES (ANGSTROEM)
1 C 0.892 -2.399 -0.976  -0.641
2 C 1.245 -1.086 -0.306  -0.208
3 N 0.102 -0.127 -0.317  -0.349
4 C -0.350 0.169 -1.713  -0.417
5 C 0.464 1.113 0.421  -0.228
6 C -0.406 1.248 1.664  -0.246
7 N -1.816 1.109 1.254  -0.872
8 H 0.731 -2.287 -2.053  0.227
9 H 1.689 -3.129 -0.838  0.260
10 H -0.025 -2.797 -0.541  0.218
11 H 1.533 -1.198 0.735  0.225
12 H 2.009 -0.549 -0.874  0.217
13 H -0.672 -0.600 0.151  0.444
14 H -0.672 -0.749 -2.189  0.236
15 H 0.445 0.724 -2.216  0.231
16 H -1.252 0.782 -1.617  0.247
17 H 1.525 1.136 0.649  0.235
18 H 0.270 1.970 -0.229  0.226
19 H -0.202 2.219 2.122  0.224
20 H -0.147 0.470 2.388  0.204
21 H -2.311 0.581 1.962  0.381
22 H -2.297 2.002 1.264  0.387

Kohn-Sham gap: 11.5 eV
calculated total energy: -308.7763 hartree
HOMO energy: -14.12 eV
SMILES: CC[N@H+](C)CCN
LUMO energy: -2.586 eV
spin multiplicity: 1
energy above the lowest of the compared OMol25 structures with the same formula, charge and spin: 43.1 kJ/mol
net charge: +1



Record 6
ORCA calculation (ωB97M-V with the def2-TZVPD basis set) on a structure of composition C5H15N2.

Each line ends with the natural charge from an NBO analysis.
CARTESIAN COORDINATES (ANGSTROEM)
1 C -2.184 -0.932 -0.668  -0.652
2 C 0.990 -1.661 0.098  -0.600
3 C -1.638 0.257 0.120  -0.424
4 C 0.920 -0.150 0.628  -0.048
5 C -0.177 0.532 -0.183  -0.060
6 N 2.226 0.574 0.274  -0.817
7 N 0.154 1.962 -0.040  -0.736
8 H -2.299 -2.014 -0.238  0.240
9 H -3.296 -0.757 -0.774  0.246
10 H -1.724 -1.133 -1.600  0.219
11 H 1.523 -1.472 -0.776  0.201
12 H -0.024 -1.963 -0.080  0.232
13 H 1.580 -2.252 0.864  0.240
14 H -2.218 1.168 -0.115  0.220
15 H -1.775 0.211 1.149  0.228
16 H 0.926 -0.051 1.768  0.229
17 H 0.041 0.412 -1.166  0.195
18 H 2.717 0.316 -0.528  0.392
19 H 2.891 0.476 0.981  0.409
20 H 1.425 1.743 -0.143  0.465
21 H -0.175 2.308 0.781  0.400
22 H -0.376 2.447 -0.791  0.418

Kohn-Sham gap: 12.2 eV
calculated total energy: -308.7209 hartree
HOMO energy: -15.01 eV
LUMO energy: -2.838 eV
spin multiplicity: 1
energy above the lowest of the compared OMol25 structures with the same formula, charge and spin: 188.4 kJ/mol
net charge: +1



Repeat the fifth record exactly.
ORCA calculation (ωB97M-V with the def2-TZVPD basis set) on the ion C5H15N2 with charge +1.

Each line ends with the natural charge from an NBO analysis.
CARTESIAN COORDINATES (ANGSTROEM)
1 C 0.892 -2.399 -0.976  -0.641
2 C 1.245 -1.086 -0.306  -0.208
3 N 0.102 -0.127 -0.317  -0.349
4 C -0.350 0.169 -1.713  -0.417
5 C 0.464 1.113 0.421  -0.228
6 C -0.406 1.248 1.664  -0.246
7 N -1.816 1.109 1.254  -0.872
8 H 0.731 -2.287 -2.053  0.227
9 H 1.689 -3.129 -0.838  0.260
10 H -0.025 -2.797 -0.541  0.218
11 H 1.533 -1.198 0.735  0.225
12 H 2.009 -0.549 -0.874  0.217
13 H -0.672 -0.600 0.151  0.444
14 H -0.672 -0.749 -2.189  0.236
15 H 0.445 0.724 -2.216  0.231
16 H -1.252 0.782 -1.617  0.247
17 H 1.525 1.136 0.649  0.235
18 H 0.270 1.970 -0.229  0.226
19 H -0.202 2.219 2.122  0.224
20 H -0.147 0.470 2.388  0.204
21 H -2.311 0.581 1.962  0.381
22 H -2.297 2.002 1.264  0.387

Kohn-Sham gap: 11.5 eV
calculated total energy: -308.7763 hartree
HOMO energy: -14.12 eV
SMILES: CC[N@H+](C)CCN
LUMO energy: -2.586 eV
spin multiplicity: 1
energy above the lowest of the compared OMol25 structures with the same formula, charge and spin: 43.1 kJ/mol
net charge: +1